(w)
Formula: C3H13N2O
Source: OMol25
Level of theory: wB97M-V/def2-TZVPD

Last column: Mulliken charge in e.
Positions of all 19 atoms, in Å:
C (0.0634, 0.9424, -0.6785)  -0.720
C (-0.9854, 1.2034, 0.4158)  -0.563
C (-2.1103, 0.1795, 0.5699)  -0.561
N (-1.7843, -1.2596, 0.5089)  -0.571
N (0.7836, -0.3696, -0.4921)  -0.221
H (-0.3402, 0.8211, -1.6677)  0.409
H (0.7661, 1.7691, -0.6108)  0.343
H (-0.3994, 1.3189, 1.3188)  0.338
H (-1.4061, 2.1508, 0.0758)  0.321
H (-2.7555, 0.2861, -0.3161)  0.358
H (-2.7883, 0.3258, 1.4127)  0.362
H (-1.6156, -1.7089, 1.4025)  0.210
H (-2.2638, -1.8357, -0.1427)  0.211
H (1.2987, -0.6122, -1.3342)  0.359
H (0.0876, -1.1118, -0.2316)  0.352
H (1.4752, -0.3069, 0.2606)  0.369
H (4.2984, -0.4665, -0.8650)  0.323
H (4.0576, -0.6129, 0.6092)  0.320
O (3.6186, -0.7133, -0.2355)  -0.637

Net charge: +1
HOMO-LUMO gap, hartree: 0.3873

(x)
Formula: C3H13N2O
Source: OMol25
Level of theory: wB97M-V/def2-TZVPD

Last column: Mulliken charge in e.
Positions of all 19 atoms, in Å:
C (0.6264, 0.7254, 0.7831)  -0.573
C (1.2521, -0.5713, 0.2807)  -0.537
C (1.4658, -0.7870, -1.1961)  -0.580
N (0.1307, -0.8054, -1.8596)  -0.663
N (-0.6442, 1.0371, -0.1071)  -0.242
H (1.2296, 1.6293, 0.8162)  0.374
H (0.1750, 0.5818, 1.7612)  0.289
H (0.5087, -1.3325, 0.5634)  0.274
H (2.1615, -0.7151, 0.8693)  0.363
H (2.1479, -0.0392, -1.6082)  0.345
H (1.9176, -1.7731, -1.3194)  0.388
H (-0.2521, -1.7432, -1.8045)  0.228
H (0.3198, -0.7955, -2.8620)  0.250
H (-0.4968, 1.9324, -0.5551)  0.373
H (-0.5522, 0.3577, -0.9240)  0.408
H (-1.4414, 0.9442, 0.5263)  0.342
H (-2.6134, 0.8518, 2.8133)  0.313
H (-3.4129, 0.0945, 1.8493)  0.293
O (-2.5221, 0.4080, 1.9731)  -0.645

Net charge: +1
HOMO-LUMO gap, hartree: 0.4300

Taking the most stable structure as the zero point, the relative energies in kcal/mol are (w) 2.6; (x) 0.0.

(w)
Formula: C3H13N2O
Source: OMol25
Level of theory: wB97M-V/def2-TZVPD

Last column: Mulliken charge in e.
Positions of all 19 atoms, in Å:
C (-1.0117, 0.9501, -0.2905)  -0.521
C (-1.1524, -0.0956, 0.7966)  -0.733
C (-0.2110, 0.1421, 1.9630)  -0.445
N (1.1426, 0.4156, 1.5108)  -0.612
N (0.1319, 0.5678, -1.1980)  -0.270
H (-0.7862, 1.9375, 0.1108)  0.385
H (-1.9299, 1.0242, -0.8486)  0.366
H (-1.0835, -1.1142, 0.3949)  0.340
H (-2.1918, -0.1100, 1.1171)  0.356
H (-0.6054, 0.9820, 2.5484)  0.350
H (-0.2825, -0.6470, 2.7147)  0.369
H (1.7880, -0.3688, 1.4782)  0.224
H (1.6221, 1.2740, 1.7062)  0.210
H (0.6297, 1.2391, -1.7782)  0.350
H (0.8160, 0.3946, -0.4301)  0.290
H (0.1036, -0.3710, -1.6324)  0.377
H (0.7207, -2.0124, -3.4608)  0.306
H (1.4516, -2.4379, -2.1781)  0.294
O (0.8484, -1.7700, -2.5242)  -0.636

Net charge: +1
HOMO-LUMO gap, hartree: 0.3919

(x)
Formula: C3H13N2O
Source: OMol25
Level of theory: wB97M-V/def2-TZVPD

Last column: Mulliken charge in e.
Positions of all 19 atoms, in Å:
N (1.7794, 0.1682, 0.3417)  -0.649
C (0.6134, -0.2699, 1.1748)  -0.200
C (-0.4009, 0.9330, 1.0695)  -0.551
N (-0.0306, 1.6282, -0.2263)  -0.293
C (-0.8673, 0.9906, -1.3390)  -0.824
H (2.3036, -0.4364, -0.3261)  0.263
H (0.9147, 1.1696, -0.5882)  0.491
H (2.6108, 0.5322, 0.8292)  0.214
H (0.3437, -1.2206, 0.7391)  0.165
H (0.6431, -0.4054, 2.2824)  0.305
H (-1.4874, 0.6702, 0.9414)  0.322
H (-0.3986, 1.8713, 1.7196)  0.367
H (0.1255, 2.6735, -0.0840)  0.380
H (-1.8066, 1.4933, -1.2386)  0.358
H (-0.8773, -0.0662, -1.1175)  0.348
H (-0.5174, 1.1268, -2.4171)  0.299
H (-1.4473, -3.7798, -0.3880)  0.332
H (-0.2456, -2.9628, -1.1422)  0.316
O (-1.0591, -2.8953, -0.6812)  -0.643

Net charge: +1
HOMO-LUMO gap, hartree: 0.4249

Taking the most stable structure as the zero point, the relative energies in kcal/mol are (w) 0.0; (x) 48.1.

(w)
Formula: C4H11N2OS
Source: OMol25
Level of theory: wB97M-V/def2-TZVPD

Last column: Mulliken charge in e.
Positions of all 19 atoms, in Å:
C (-1.9216, -0.1376, 1.2545)  -1.230
C (-1.0941, -0.4142, 0.0265)  -0.022
S (-0.8875, -2.2221, -0.2705)  -0.216
C (0.6163, 0.3653, 0.2764)  -0.415
N (1.4176, -0.7275, 0.7562)  -0.289
C (1.1421, 0.7093, -1.1735)  0.483
N (0.8968, 1.9265, -1.5681)  -0.345
O (1.7435, -0.1585, -1.7155)  -0.589
H (-2.9222, -0.0183, 0.8720)  0.377
H (-1.7456, 0.8124, 1.7694)  0.324
H (-2.0545, -0.8523, 2.1189)  0.352
H (-1.5211, 0.1311, -0.7859)  0.400
H (-0.3333, -1.9331, -1.4148)  0.210
H (0.4750, 1.2257, 0.9123)  0.495
H (0.8336, -1.6661, 0.6974)  0.213
H (1.9310, -0.7756, 1.7479)  0.397
H (2.1081, -0.9788, 0.0465)  0.396
H (0.2679, 2.4115, -1.0478)  0.187
H (1.0482, 2.3024, -2.5020)  0.272

Structure (SMILES): C[C@H](S)[C@@H]([NH3+])C(N)=O
Net charge: +1
HOMO-LUMO gap, hartree: 0.4041

(x)
Formula: C4H11N2OS
Source: OMol25
Level of theory: wB97M-V/def2-TZVPD

Last column: Mulliken charge in e.
Positions of all 19 atoms, in Å:
N (0.1971, -2.6145, 0.0416)  -0.598
C (-0.1069, -1.7408, -1.0531)  -0.422
C (-0.3237, -0.2749, -0.8694)  0.173
O (-1.0860, 0.3491, -1.8356)  -0.340
N (0.9790, 0.4823, -0.5559)  -0.178
C (1.1168, 0.9623, 0.8688)  -0.446
C (-0.2495, 1.4109, 1.4198)  -0.426
S (-0.4662, 3.1923, 1.5497)  -0.123
H (-0.0396, -3.6498, -0.0835)  0.277
H (-0.1880, -2.4105, 0.9563)  0.227
H (0.7191, -1.7621, -1.7763)  0.262
H (-0.9832, -2.2483, -1.5220)  0.458
H (-1.7581, -0.3691, -1.7806)  0.430
H (0.7940, 1.2298, -1.2362)  0.329
H (1.4409, 0.0744, 1.4821)  0.278
H (1.9440, 1.7001, 0.9507)  0.366
H (-1.0160, 0.9764, 0.7552)  0.279
H (-0.3792, 1.1637, 2.4862)  0.316
H (-0.5948, 3.5287, 0.2022)  0.137

Structure (SMILES): NC/C(O)=[NH+]\CCS
Net charge: +1
HOMO-LUMO gap, hartree: 0.2270

Taking the most stable structure as the zero point, the relative energies in kcal/mol are (w) 0.0; (x) 67.8.

(w)
Formula: C18H25BrGeIrN7
Source: OMol25
Level of theory: wB97M-V/def2-TZVPD

Last column: Mulliken charge in e.
Positions of all 53 atoms, in Å:
Ir (-2.1354, -0.2240, 0.0117)  0.789
N (1.3942, 1.4122, 0.3130)  -0.108
C (0.1777, 2.1951, -0.0046)  0.295
N (0.5598, 3.4201, -0.1472)  -0.479
C (-0.4097, 4.3505, -0.3212)  0.330
N (-0.0762, 5.5955, -0.5295)  -0.252
N (-1.7057, 4.0021, -0.2488)  -0.524
C (-1.9877, 2.7468, -0.1198)  0.022
N (-1.0781, 1.6990, -0.0367)  -0.606
C (-3.4126, 2.4163, -0.0007)  1.140
C (-4.3577, 3.4201, 0.0499)  -0.373
C (-5.6956, 3.0797, 0.1908)  -0.514
C (-6.0238, 1.7408, 0.2505)  -0.886
C (-5.0183, 0.7902, 0.1758)  0.283
N (-3.7211, 1.1090, 0.0706)  -0.393
H (2.1182, 1.8935, -0.2345)  0.441
H (1.6317, 1.6477, 1.2847)  0.449
H (0.8950, 5.8720, -0.5570)  0.266
H (-0.7906, 6.2990, -0.6566)  0.281
H (-4.0214, 4.4439, -0.0152)  0.505
H (-6.4622, 3.8412, 0.2425)  0.487
H (-7.0507, 1.4161, 0.3436)  0.426
H (-5.2978, -0.2470, 0.1719)  0.338
C (1.5378, -4.8999, -0.6886)  -1.253
C (0.1953, -4.2909, -0.4102)  0.495
C (-0.9143, -5.0886, -0.1571)  -0.462
C (-2.1439, -4.5033, 0.0893)  -0.583
C (-2.1771, -3.1360, 0.0714)  0.683
Br (-3.7658, -2.1623, 0.4091)  -0.012
N (-1.1645, -2.3088, -0.1599)  -0.374
C (0.0185, -2.9093, -0.4038)  -0.223
H (1.4734, -5.9850, -0.7057)  0.404
H (2.2554, -4.6208, 0.0822)  0.221
H (1.9250, -4.5718, -1.6536)  0.377
H (-0.8225, -6.1675, -0.1604)  0.445
H (-3.0332, -5.0883, 0.2785)  0.437
H (0.8532, -2.2777, -0.6404)  0.552
C (4.1324, 0.0572, -1.5995)  -1.169
Ge (3.6151, -0.3331, 0.2306)  0.237
C (4.1121, -2.0618, 0.9300)  -1.083
C (4.1709, 1.0813, 1.4646)  -1.226
C (1.5693, -0.0535, 0.1546)  -1.218
H (5.2127, 0.1913, -1.6524)  0.438
H (3.6677, 0.9719, -1.9742)  0.416
H (3.8625, -0.7656, -2.2613)  0.352
H (5.1693, -1.9923, 1.1904)  0.410
H (4.0023, -2.8602, 0.2014)  0.339
H (3.5619, -2.3023, 1.8394)  0.401
H (5.2095, 0.8806, 1.7299)  0.406
H (3.6079, 1.0660, 2.4017)  0.433
H (4.1512, 2.0843, 1.0346)  0.398
H (1.0076, -0.5375, 0.9484)  0.665
H (1.1783, -0.3357, -0.8224)  0.575

Spin multiplicity: 2
Net charge: +3
HOMO-LUMO gap (spin up / spin down), hartree: 0.3082 / 0.2614

(x)
Formula: C18H25BrGeIrN7
Source: OMol25
Level of theory: wB97M-V/def2-TZVPD

Last column: Mulliken charge in e.
Positions of all 53 atoms, in Å:
Ir (0.1384, 0.1416, 0.6398)  1.109
N (2.8738, -1.8183, 0.5892)  0.017
C (3.1367, -0.5493, 0.3049)  0.684
N (4.3885, -0.1840, 0.1620)  -0.659
C (4.6449, 1.1050, -0.0818)  0.308
N (5.8838, 1.5178, -0.1576)  -0.274
N (3.6531, 2.0371, -0.2938)  -0.560
C (2.4513, 1.6174, -0.1504)  -0.145
N (2.0904, 0.3444, 0.2213)  -0.452
C (1.3239, 2.4746, -0.5347)  1.104
C (1.4572, 3.7668, -0.9835)  -0.413
C (0.3232, 4.4163, -1.4664)  -0.397
C (-0.8896, 3.7401, -1.5102)  -0.938
C (-0.9597, 2.4523, -1.0174)  0.078
N (0.1290, 1.8414, -0.5151)  -0.192
H (3.6538, -2.4579, 0.6405)  0.297
H (1.9378, -2.1799, 0.6051)  -0.593
H (6.6452, 0.8652, -0.0368)  0.276
H (6.0879, 2.4829, -0.3711)  0.271
H (2.4322, 4.2332, -0.9773)  0.526
H (0.3933, 5.4341, -1.8282)  0.495
H (-1.7779, 4.2000, -1.9204)  0.436
H (-1.8779, 1.8852, -1.0444)  0.625
C (1.2444, -1.4770, 5.8849)  -1.419
C (0.2697, -0.9869, 4.8566)  0.583
C (-1.0636, -0.7035, 5.1657)  -0.349
C (-1.9485, -0.2284, 4.2011)  -0.648
C (-1.4517, -0.0635, 2.9368)  0.486
Br (-2.4421, 0.5772, 1.4474)  -0.022
N (-0.1910, -0.3352, 2.6055)  -0.338
C (0.6674, -0.7878, 3.5418)  -0.339
H (0.7318, -1.7871, 6.7924)  0.403
H (1.9453, -0.6840, 6.1511)  0.345
H (1.8207, -2.3229, 5.5109)  0.366
H (-1.4216, -0.8520, 6.1776)  0.480
H (-2.9791, 0.0035, 4.4342)  0.483
H (1.6785, -0.9881, 3.2113)  0.584
C (1.0485, -4.1204, -1.2546)  -1.020
Ge (-0.1512, -3.5588, 0.1561)  0.379
C (-1.9656, -4.2109, -0.0572)  -1.219
C (0.4982, -3.8140, 1.9773)  -0.926
C (-0.6386, -1.5363, -0.1802)  -0.974
H (1.1711, -5.2028, -1.1765)  0.423
H (2.0400, -3.6732, -1.2152)  0.398
H (0.6072, -3.9119, -2.2289)  0.403
H (-1.9425, -5.3023, -0.0924)  0.426
H (-2.4088, -3.8667, -0.9909)  0.408
H (-2.5895, -3.9272, 0.7902)  0.395
H (0.2904, -4.8550, 2.2340)  0.541
H (-0.0513, -3.2024, 2.6941)  0.217
H (1.5671, -3.6562, 2.1034)  0.402
H (-1.6743, -1.5553, 0.1528)  0.360
H (-0.6145, -1.3904, -1.2670)  0.568

Spin multiplicity: 2
Net charge: +3
HOMO-LUMO gap (spin up / spin down), hartree: 0.2825 / 0.2383

Taking the most stable structure as the zero point, the relative energies in kcal/mol are (w) 0.0; (x) 2.9.